(1)
This record from OMol25 describes a 4-piece molecular cluster, C32H37BrN7O9 overall. The level of theory is wB97M-V/def2-TZVPD.

Last column: Löwdin charge in e.
Geometry (Å):
C: 2.20 -1.70 0.58  0.0445
C: 2.14 -2.87 -0.33  -0.5220
O: 1.76 -3.94 0.02  0.1654
O: 2.57 -2.68 -1.62  -0.0585
C: 1.50 -2.50 -2.56  -0.1430
C: 1.02 -1.04 -2.65  -0.1368
C: -0.50 -0.95 -2.71  -0.1191
C: -1.13 0.32 -2.19  -0.0708
C: -0.40 1.35 -1.63  0.0928
C: -1.06 2.49 -1.16  -0.2061
C: -0.30 3.61 -0.51  -0.2200
N: 0.95 3.07 0.06  0.0224
N: -2.38 2.51 -1.34  -0.4183
Br: -3.34 4.04 -0.80  0.9557
N: -3.13 1.57 -1.86  0.1274
C: -2.54 0.47 -2.27  -0.1778
C: -3.47 -0.57 -2.82  -0.0067
C: -4.49 -0.92 -1.74  -0.4669
O: -4.21 -0.79 -0.59  0.1381
N: -5.75 -1.40 -2.21  -0.1641
C: -6.09 -2.63 -1.45  -0.0561
C: -6.73 -0.34 -1.92  -0.0651
H: 1.95 -1.97 1.59  0.0388
H: 1.45 -0.98 0.26  0.0830
H: 3.16 -1.20 0.53  0.1078
H: 1.87 -2.84 -3.52  0.1325
H: 0.69 -3.17 -2.27  0.1248
H: 1.45 -0.53 -1.79  0.0853
H: 1.47 -0.61 -3.54  0.1285
H: -0.91 -1.75 -2.09  0.1352
H: -0.86 -1.14 -3.72  0.1387
H: 0.67 1.31 -1.52  0.1145
H: -0.89 4.08 0.28  0.0514
H: -0.07 4.34 -1.28  0.1442
H: 0.69 2.61 0.93  0.0894
H: 1.48 3.87 0.38  0.0886
H: -2.94 -1.49 -3.03  0.1214
H: -3.96 -0.19 -3.70  0.1419
H: -6.77 -3.24 -2.03  0.0899
H: -5.19 -3.20 -1.28  0.0883
H: -6.53 -2.38 -0.49  0.0874
H: -6.88 -0.21 -0.85  0.0912
H: -7.68 -0.60 -2.36  0.0939
H: -6.39 0.62 -2.32  0.0875
C: -4.69 9.61 2.40  -0.0549
C: -4.24 9.09 1.20  -0.0584
C: -3.35 8.03 1.18  -0.0097
C: -2.93 7.50 2.39  -0.1502
C: -3.36 8.01 3.61  0.0058
C: -4.25 9.07 3.60  -0.0507
N: -2.01 6.36 2.39  -0.3378
O: -1.62 5.94 1.31  -0.0114
O: -1.67 5.90 3.46  0.1046
H: -5.38 10.44 2.41  0.1135
H: -4.58 9.52 0.26  0.1118
H: -2.99 7.63 0.25  0.1115
H: -3.02 7.58 4.54  0.1238
H: -4.60 9.48 4.54  0.1147
C: 0.95 -3.59 3.45  -0.0673
C: 0.73 -4.73 4.21  -0.0527
C: 0.77 -4.66 5.59  0.0040
C: 1.03 -3.44 6.19  -0.1442
C: 1.25 -2.30 5.45  -0.0021
C: 1.22 -2.38 4.07  -0.0729
N: 1.05 -3.36 7.66  -0.3534
O: 0.87 -4.38 8.29  0.0883
O: 1.25 -2.27 8.16  0.0807
H: 0.92 -3.65 2.37  0.0810
H: 0.53 -5.67 3.73  0.1123
H: 0.60 -5.54 6.19  0.1226
H: 1.45 -1.36 5.95  0.1196
H: 1.39 -1.48 3.49  0.0900
C: 5.51 -3.44 -2.70  -0.0656
C: 5.98 -3.11 -3.97  -0.0663
C: 7.28 -3.39 -4.34  -0.0037
C: 8.11 -4.02 -3.42  -0.1454
C: 7.67 -4.36 -2.15  0.0000
C: 6.36 -4.07 -1.80  -0.0594
N: 9.49 -4.34 -3.81  -0.3540
O: 9.85 -4.00 -4.92  0.0819
O: 10.18 -4.91 -3.00  0.0843
H: 4.49 -3.22 -2.42  0.0788
H: 5.32 -2.62 -4.68  0.1030
H: 7.65 -3.13 -5.32  0.1198
H: 8.33 -4.84 -1.46  0.1210
H: 6.00 -4.33 -0.81  0.1080

Properties
Energy, eV: -132668.09353
LUMO level, eV: -4.2794
E_HOMO, eV: -11.5
Charge: +1
Orbital gap, eV: 7.18

=====

(2)
This record from OMol25 describes C44H54FeN2OP as an isolated structure. The level of theory is wB97M-V/def2-TZVPD.

Last column: Löwdin spin population.
Geometry (Å):
C: 4.33 -3.35 13.90  0.0000
C: 3.36 -3.26 12.71  0.0001
C: 3.68 -1.99 11.91  0.0000
C: 1.91 -3.35 13.19  0.0000
C: 1.39 -2.32 13.99  0.0000
C: 0.18 -2.48 14.65  0.0000
C: -0.56 -3.66 14.49  0.0000
C: -0.09 -4.67 13.64  0.0000
C: -0.88 -5.98 13.54  0.0000
C: -2.34 -5.75 13.12  0.0000
C: -0.80 -6.78 14.84  0.0000
C: 1.14 -4.51 12.98  0.0000
N: 1.70 -5.64 12.22  0.0002
P: 1.34 -6.09 10.59  0.0005
H: 2.57 -5.47 9.75  0.0001
N: 1.73 -7.75 10.97  0.0002
C: 1.35 -8.99 10.27  0.0002
C: 2.29 -9.68 9.49  0.0002
C: 3.73 -9.22 9.44  0.0008
C: 4.13 -8.90 8.02  0.0047
C: 4.75 -10.23 9.99  0.0003
C: 1.91 -10.80 8.74  0.0002
C: 0.66 -11.36 8.94  0.0000
C: -0.23 -10.79 9.85  0.0002
C: 0.10 -9.59 10.51  0.0000
C: -0.82 -9.05 11.60  0.0000
C: -0.72 -9.91 12.86  0.0000
C: -2.27 -8.90 11.12  0.0000
C: 2.30 -7.85 12.23  0.0000
C: 2.29 -6.69 12.92  0.0001
H: 4.12 -4.23 14.52  0.0000
H: 5.36 -3.43 13.54  0.0000
H: 4.26 -2.47 14.55  0.0000
H: 3.53 -4.13 12.06  0.0001
H: 3.08 -1.92 11.00  0.0000
H: 3.52 -1.07 12.48  0.0000
H: 4.74 -2.02 11.60  0.0000
H: 1.99 -1.42 14.11  0.0000
H: -0.20 -1.68 15.28  0.0000
H: -1.50 -3.79 15.04  0.0000
H: -0.39 -6.57 12.75  0.0000
H: -2.37 -5.14 12.20  0.0000
H: -2.83 -6.70 12.90  0.0000
H: -2.89 -5.23 13.91  0.0000
H: 0.25 -6.99 15.11  0.0000
H: -1.24 -6.19 15.66  0.0000
H: -1.33 -7.73 14.77  0.0000
H: 3.80 -8.30 10.02  0.0001
H: 3.50 -8.07 7.69  0.0006
H: 5.18 -8.63 8.03  0.0030
H: 3.99 -9.71 7.29  0.0017
H: 4.48 -10.56 11.00  0.0000
H: 4.83 -11.12 9.35  0.0000
H: 5.73 -9.74 10.03  0.0005
H: 2.64 -11.20 8.03  0.0001
H: 0.38 -12.25 8.37  0.0000
H: -1.18 -11.28 10.07  0.0000
H: -0.44 -8.06 11.84  0.0000
H: 0.32 -9.95 13.22  0.0000
H: -1.35 -9.52 13.67  0.0000
H: -1.02 -10.95 12.65  0.0000
H: -2.31 -8.30 10.21  0.0000
H: -2.73 -9.88 10.92  0.0000
H: -2.87 -8.39 11.89  0.0000
H: 2.65 -8.80 12.61  0.0000
H: 2.65 -6.56 13.94  0.0000
C: 5.92 2.44 5.64  0.0023
O: 5.77 1.80 6.93  0.0462
C: 5.46 0.48 6.94  0.1072
C: 4.98 -0.11 8.14  -0.0184
C: 4.47 -1.40 8.17  0.0990
C: 4.55 -2.23 7.00  0.0351
C: 4.28 -3.63 6.93  0.4330
C: 4.94 -4.30 5.82  0.1285
C: 6.38 -4.01 5.55  0.0307
C: 6.66 -4.23 4.16  0.0258
C: 5.45 -4.74 3.54  0.0368
C: 4.41 -4.84 4.55  0.0742
Fe: 5.99 -5.84 5.07  2.5743
C: 5.01 -7.54 5.18  0.0410
C: 5.35 -6.94 6.48  0.0197
C: 6.80 -6.88 6.56  0.0446
C: 7.34 -7.32 5.29  0.0553
C: 6.25 -7.74 4.44  0.0402
C: 4.96 -1.55 5.80  0.1126
C: 5.54 -0.31 5.77  -0.0072
H: 5.92 3.51 5.90  -0.0001
H: 6.86 2.15 5.17  0.0007
H: 5.08 2.20 4.97  0.0003
H: 5.03 0.52 9.03  -0.0037
H: 4.03 -1.81 9.08  0.0053
H: 3.53 -4.11 7.57  0.0267
H: 7.01 -3.55 6.32  0.0055
H: 7.61 -4.00 3.67  0.0091
H: 5.32 -4.98 2.48  0.0098
H: 3.37 -5.16 4.41  0.0075
H: 4.02 -7.85 4.87  0.0070
H: 4.68 -6.68 7.29  0.0019
H: 7.36 -6.62 7.46  0.0084
H: 8.40 -7.46 5.08  0.0117
H: 6.34 -8.20 3.46  0.0089
H: 4.84 -2.05 4.83  0.0087
H: 5.99 0.07 4.87  -0.0024

Properties
Energy, eV: -95201.19427
LUMO level (spin up / spin down), eV: 2.1360 / 2.1356
E_HOMO (spin up / spin down), eV: -0.9 / -3.1
Charge: -1
Orbital gap (spin up / spin down), eV: 3.05 / 5.21
Multiplicity: 5

=====

What is the energy in the first record?
-132668.09353 eV

=====

Which formula does entry 2 have?
C44H54FeN2OP

=====

Which value of charge does entry 2 give?
-1

=====

The lowest energy belongs to which entry?
C32H37BrN7O9